The following is a DFT calculation (ωB97M-V/def2-TZVPD) of a structure of composition C15H5BrCl5N9O4Sn in a non-equilibrium geometry.

Last column: Mulliken charge in e.
Atoms and positions in Å:
Sn (-0.7847, 0.0054, 0.1154)  0.881
Cl (-1.7574, 0.0165, 3.4112)  -0.250
C (-0.0550, 0.0325, 3.3684)  0.922
C (0.5751, 0.0894, 2.1430)  -1.368
C (1.9524, 0.0679, 2.0987)  0.851
Cl (2.7245, 0.1125, 0.5788)  -0.201
C (2.7070, 0.0014, 3.2661)  -0.086
Cl (4.4243, -0.0448, 3.2154)  -0.241
C (2.0589, -0.0338, 4.4938)  0.426
Cl (2.9712, -0.1117, 5.9485)  -0.239
C (0.6715, -0.0215, 4.5513)  -0.126
Cl (-0.1164, -0.0759, 6.0750)  -0.239
N (-0.0701, 2.5386, -2.5040)  -0.042
C (-0.0668, 1.2367, -2.8982)  0.265
N (0.0947, 0.8608, -4.1580)  -0.529
N (0.0009, -0.4721, -4.1256)  -0.653
N (-0.1984, -0.8892, -2.9403)  -0.277
N (-0.2392, 0.1584, -2.1106)  0.562
C (-0.0251, 2.9762, -1.2176)  0.293
N (0.1551, 4.2436, -0.8722)  -0.525
N (0.1395, 4.2275, 0.4614)  -0.680
N (-0.0335, 3.0452, 0.9063)  -0.402
N (-0.1405, 2.2013, -0.1288)  0.621
H (0.0956, 3.2241, -3.2216)  0.246
O (-3.0696, 0.1271, -0.1415)  -0.208
O (-3.4414, 1.1757, -0.8106)  -0.329
Br (-0.3843, -8.8478, -1.2836)  -0.264
C (-0.1334, -7.0658, -0.6316)  0.245
C (-0.2744, -6.0034, -1.5037)  -0.555
C (-0.1460, -4.7192, -1.0050)  -0.321
C (0.1170, -4.5130, 0.3442)  -0.108
C (0.2944, -5.6006, 1.1894)  -0.230
C (0.1731, -6.8915, 0.7048)  -0.505
C (0.1540, -3.0808, 0.8891)  0.386
O (0.2296, -2.9099, 2.1000)  -0.652
O (0.0934, -2.2069, -0.0129)  -0.464
H (-0.4821, -6.1815, -2.5492)  0.416
H (-0.2573, -3.8610, -1.6514)  0.543
H (0.5168, -5.4193, 2.2308)  0.439
H (0.3129, -7.7427, 1.3568)  0.398

Results
Charge   -2
E_LUMO (alpha / beta)   3.65 / 3.65 eV
HOMO (alpha / beta)   -0.112 / -0.055 Ha
Electronic energy   -175721.046 eV
Relative energy (zero: lowest compared OMol25 entry of this formula, charge and spin)   134.9 kJ/mol
Gap between HOMO and LUMO (alpha / beta)   6.69 / 5.14 eV

The following is a DFT calculation (ωB97M-V/def2-TZVPD) of a cluster of 21 separate species, C15H66NO22P in total in a non-equilibrium geometry.

Last column: Mulliken charge in e.
Atoms and positions in Å:
C (-4.3670, 0.1882, 2.7957)  -1.676
C (-3.2830, 0.3961, 1.7902)  1.163
C (-2.9975, -0.6175, 0.8947)  -0.886
C (-1.9938, -0.3958, -0.0656)  -1.657
C (-1.2892, 0.7961, -0.1372)  1.087
C (-0.2532, 1.0256, -1.2286)  1.480
C (1.1253, 1.5099, -0.7194)  -0.216
C (-0.0677, -0.1640, -2.1540)  -2.529
C (-1.5858, 1.7974, 0.8048)  1.060
O (-0.8690, 2.9622, 0.7177)  -0.454
C (-0.5369, 3.5622, 1.9642)  -0.979
P (0.8494, 2.6309, 2.8865)  0.611
C (2.1693, 1.6221, 3.8820)  -0.877
C (2.4302, 0.3085, 3.2508)  0.325
O (2.4324, 0.1872, 2.0390)  -0.339
N (2.6895, -0.8088, 4.1128)  -0.077
C (1.3782, -1.5028, 4.2793)  -0.802
C (3.6627, -1.6961, 3.4196)  -0.777
C (-2.5617, 1.5812, 1.7218)  -1.219
H (-5.3107, -0.0249, 2.3009)  0.347
H (-4.1563, -0.6625, 3.4380)  0.347
H (-4.5473, 1.0611, 3.4060)  0.405
H (-3.5327, -1.5507, 0.9431)  0.638
H (-1.8157, -1.2046, -0.7481)  0.520
H (-0.6460, 1.8260, -1.8603)  0.210
H (1.9361, 0.9016, -1.1005)  0.588
H (1.2935, 2.5164, -1.0868)  0.020
H (1.1194, 1.5748, 0.3577)  -0.836
H (0.7177, 0.0278, -2.8791)  0.588
H (0.2349, -1.0429, -1.5852)  0.462
H (-0.9734, -0.3956, -2.7036)  0.352
H (-1.3809, 3.6684, 2.6479)  0.315
H (-0.1960, 4.5712, 1.7408)  0.579
H (1.8592, 3.4002, 2.2461)  -0.061
H (0.3283, 3.1063, 4.1227)  -0.047
H (0.3169, 1.4056, 2.4125)  -0.078
H (1.8820, 1.5452, 4.9284)  0.458
H (3.1093, 2.1721, 3.8810)  0.307
H (1.5057, -2.5378, 3.9801)  0.365
H (1.0838, -1.4719, 5.3220)  0.246
H (0.5999, -1.0652, 3.6609)  0.122
H (4.4521, -1.1039, 2.9760)  0.147
H (4.0482, -2.3822, 4.1608)  0.382
H (3.1766, -2.2393, 2.6176)  0.402
H (-2.7864, 2.3564, 2.4409)  0.399
O (-3.1355, -2.9808, 3.7553)  -0.703
H (-2.3800, -2.9524, 4.3516)  0.302
H (-2.8848, -2.3895, 3.0356)  0.363
O (2.5909, 1.7839, -3.5421)  -0.636
H (3.0703, 2.2300, -2.8375)  0.323
H (1.8324, 2.3590, -3.6958)  0.304
O (0.9702, 4.7446, -2.2469)  -0.586
H (0.0146, 4.8302, -2.3477)  0.308
H (1.2204, 5.4652, -1.6604)  0.267
O (-1.3057, -2.0248, 1.9937)  -0.680
H (-1.7705, -1.5232, 1.3088)  0.229
H (-0.3745, -1.9224, 1.7706)  0.195
O (-0.8463, 3.8430, -4.1668)  -0.536
H (-1.6725, 3.9053, -4.6579)  0.255
H (-0.1810, 4.1437, -4.7994)  0.305
O (-2.2768, -0.9220, -4.5058)  -0.597
H (-2.8349, -1.5751, -4.9580)  0.309
H (-1.7199, -0.5625, -5.2046)  0.312
O (-3.5629, -3.3094, -4.2873)  -0.646
H (-3.0881, -3.3305, -3.4471)  0.305
H (-4.0703, -4.1262, -4.2935)  0.286
O (4.0379, -4.7182, 2.8670)  -0.609
H (3.3976, -5.2357, 2.3637)  0.284
H (4.7721, -4.5942, 2.2556)  0.302
O (-5.0130, 0.9300, -1.5206)  -0.695
H (-4.8777, 1.0806, -2.4632)  0.289
H (-4.1546, 0.6304, -1.2042)  0.343
O (6.3947, -2.3757, 1.5585)  -0.609
H (6.9256, -2.0524, 2.2931)  0.286
H (5.9233, -1.5936, 1.2498)  0.305
O (-3.6823, 1.7229, -4.1502)  -0.636
H (-3.1509, 2.3611, -3.6621)  0.232
H (-3.0419, 1.0669, -4.4559)  0.378
O (5.0947, 1.8783, 2.1861)  -0.669
H (5.4581, 1.7936, 3.0741)  0.344
H (4.3824, 1.2259, 2.1551)  0.294
O (-4.8084, -0.6925, -6.6478)  -0.644
H (-5.4053, -1.2366, -6.1241)  0.312
H (-4.5543, 0.0169, -6.0481)  0.318
O (-1.7931, -3.5017, 0.3839)  -0.500
H (-1.2556, -4.2215, 0.7338)  0.239
H (-2.6867, -3.8613, 0.4033)  0.281
O (2.9119, -7.3785, 1.6076)  -0.591
H (3.2057, -7.9557, 0.8964)  0.297
H (2.2684, -7.9033, 2.0935)  0.300
O (5.1870, -3.4242, -1.1604)  -0.644
H (5.7173, -3.0973, -0.4244)  0.350
H (4.7137, -2.6529, -1.4867)  0.305
O (0.0669, 4.1410, -7.1689)  -0.605
H (-0.0459, 4.7298, -7.9213)  0.296
H (0.7148, 3.4930, -7.4636)  0.309
O (-5.8715, 2.9610, 2.8771)  -0.618
H (-6.7182, 2.9634, 2.4199)  0.314
H (-5.2346, 3.1937, 2.1927)  0.324
O (-1.4830, -5.1030, -3.6054)  -0.587
H (-1.3976, -4.8466, -4.5296)  0.321
H (-0.6209, -5.4584, -3.3683)  0.286
O (6.0363, 5.1036, 1.5353)  -0.634
H (6.3092, 4.5555, 0.7933)  0.315
H (5.4324, 4.5357, 2.0260)  0.325

Results
E_LUMO   0.05 eV
HOMO   -0.291 Ha
Electronic energy   -72445.948 eV
Gap between HOMO and LUMO   7.97 eV

The following is a DFT calculation (ωB97M-V/def2-TZVPD) of a structure of composition C15H6F6GaI2N4O8Sb.

Last column: Mulliken charge in e.
Atoms and positions in Å:
Ga (-0.4235, 0.8232, 0.3144)  1.531
I (0.5940, 0.1414, 5.3381)  0.261
C (1.8216, 0.0489, 3.7105)  -0.708
C (3.1862, -0.1930, 3.8284)  -0.356
C (4.0287, -0.2494, 2.7270)  -0.165
I (6.0223, -0.6113, 3.0406)  0.256
C (3.5116, -0.0630, 1.3910)  0.575
C (4.2583, -0.0798, 0.2005)  -0.534
C (3.6237, 0.1176, -1.0037)  -1.017
C (2.2452, 0.3268, -1.0345)  -0.048
N (1.5321, 0.3372, 0.0840)  -0.162
C (2.1474, 0.1609, 1.2651)  0.438
C (1.2590, 0.2423, 2.4147)  0.902
O (0.0411, 0.4724, 2.1988)  -0.236
H (3.6042, -0.3387, 4.8149)  0.372
H (5.3276, -0.2403, 0.2350)  0.276
H (4.1775, 0.1171, -1.9308)  0.438
H (1.7062, 0.4912, -1.9561)  0.544
O (-6.2498, 0.4579, -4.0545)  -0.592
N (-6.4657, 0.3993, -2.8645)  1.034
O (-7.5511, 0.4383, -2.3295)  -0.602
C (-5.2925, 0.3065, -1.9752)  -0.468
C (-5.4948, 0.2714, -0.5936)  -0.484
C (-4.3982, 0.1847, 0.2113)  -0.007
C (-3.0724, 0.1541, -0.2663)  0.810
O (-2.1061, 0.1159, 0.6038)  -0.554
C (-2.9443, 0.1703, -1.6721)  0.173
C (-4.0467, 0.2530, -2.5282)  -0.433
N (-1.6571, 0.0483, -2.2869)  0.933
O (-0.6250, -0.0180, -1.5497)  -0.683
O (-1.5459, -0.0117, -3.4719)  -0.578
N (-4.5602, 0.1440, 1.6752)  0.954
O (-4.8205, 1.1925, 2.2202)  -0.534
O (-4.3811, -0.9289, 2.2060)  -0.561
H (-6.4971, 0.3187, -0.1896)  0.597
H (-3.9195, 0.2726, -3.6003)  0.666
F (0.0700, 2.3724, -1.0146)  -0.725
Sb (-0.0291, 3.9844, 0.1495)  2.440
F (1.2990, 3.0444, 1.1334)  -0.581
F (-1.1849, 2.5908, 0.9732)  -0.687
F (-0.2736, 5.2006, 1.5154)  -0.484
F (-1.4748, 4.5726, -0.8440)  -0.497
F (1.2661, 4.7945, -0.8939)  -0.507

Results
Charge   +1
E_LUMO (alpha / beta)   -4.91 / -6.89 eV
HOMO (alpha / beta)   -0.456 / -0.468 Ha
Electronic energy   -129402.769 eV
Multiplicity   2
Relative energy (zero: lowest compared OMol25 entry of this formula, charge and spin)   0.0 kJ/mol
Gap between HOMO and LUMO (alpha / beta)   7.50 / 5.84 eV